# 1
Computed, not measured: the molecule C21H25N3OS, with ωB97M-V/def2-TZVPD.

Summary:
- Kohn-Sham gap (eV) = 8.61
- LUMO energy (Ha) = 0.024
- 2S+1 = 1
- HOMO level (eV) = -7.95
- strongest force on any atom (eV/A) = 0.605
- SMILES = COc1cccc(NC(=S)N2CCN(C/C=C/c3ccccc3)CC2)c1

Atoms and positions in Å:
H -2.4773 -0.1646 0.2249
C -2.2580 1.2299 -3.2231
H -2.4485 2.3800 -0.6011
H 5.4123 4.0266 2.3890
H -0.9241 1.5535 -0.2515
C 2.0108 1.7242 -1.0092
C -1.7924 1.5583 -0.9121
H 2.2423 0.6802 -1.1906
C -1.5000 -3.3306 4.7506
N -1.7089 -2.4866 -0.2328
C 4.7206 3.5697 1.6970
H -1.2371 -4.2579 4.2314
C -0.4597 -1.8914 3.1644
H 0.2532 1.8062 -3.5628
C -0.9656 -1.9192 0.8079
C -0.0149 -0.9303 0.5884
H 1.4208 0.3667 1.4899
H 0.1814 -0.5888 -0.4135
H -1.4272 -3.4883 5.8253
C -1.1773 -2.4103 2.0966
H 3.6807 5.3940 1.2857
H 3.9874 0.5762 0.3232
C 4.8022 2.2150 1.4214
H 5.5590 1.6099 1.8992
N -1.3455 1.8217 -2.2715
H 0.6668 3.2871 -1.4659
O -0.5919 -2.2974 4.4553
N -2.0946 -0.7232 -1.7565
C 3.7468 4.3360 1.0768
H -3.2532 -0.6910 -3.5131
C 2.9276 2.3926 -0.0965
C 0.0494 1.4940 -2.5308
H 2.1109 4.3700 -0.2863
H -3.6406 0.4118 -0.9781
H 0.2677 0.4165 -2.4620
H -3.2490 1.6474 -3.0257
H -1.9650 1.5251 -4.2325
H -1.8458 -3.4872 -0.1630
C 3.9172 1.6346 0.5337
C 0.9491 2.2552 -1.6114
C 2.8596 3.7567 0.1909
C 0.4712 -0.8736 2.9393
S -1.9738 -3.1646 -2.7251
H -1.5053 -0.7531 -3.7411
C 0.6886 -0.4081 1.6604
C -2.2972 -0.3067 -3.1342
C -1.9074 -2.0351 -1.5119
C -2.5741 0.2343 -0.7826
H -1.9058 -3.1941 2.2350
H 1.0146 -0.4781 3.7815
H -2.5271 -3.0490 4.4963

Force components x, y, z for each atom (eV/Å):
H -0.10 0.07 -0.10
C -0.07 -0.06 0.06
H 0.03 -0.10 0.12
H 0.05 0.03 0.05
H -0.10 0.00 0.01
C -0.38 -0.04 -0.31
C -0.22 0.05 0.18
H -0.07 -0.14 -0.04
C -0.16 -0.18 0.04
N -0.30 -0.16 0.29
C 0.07 -0.04 0.05
H -0.02 0.04 0.01
C 0.16 0.12 -0.10
H 0.00 -0.09 0.02
C 0.42 0.37 0.23
C -0.17 -0.19 -0.17
H 0.08 0.09 -0.01
H 0.01 0.07 -0.14
H -0.04 -0.03 -0.08
C -0.08 -0.10 0.13
H -0.01 0.07 0.01
H -0.01 -0.10 -0.04
C 0.12 0.06 0.12
H 0.05 -0.04 0.03
N 0.15 0.08 -0.03
H 0.01 0.21 0.08
O 0.20 0.25 -0.17
N 0.17 -0.22 0.17
C -0.03 0.09 0.02
H 0.12 -0.02 0.00
C 0.38 0.19 0.32
C 0.03 0.01 -0.11
H -0.07 0.07 -0.05
H 0.06 -0.06 0.06
H 0.05 0.03 -0.05
H -0.01 0.00 -0.10
H -0.10 -0.03 0.00
H 0.06 0.20 -0.15
C -0.17 0.05 -0.12
C 0.19 -0.30 -0.03
C 0.00 -0.10 -0.03
C -0.04 -0.07 0.17
S 0.00 -0.44 -0.29
H -0.15 0.05 0.05
C -0.07 -0.08 0.17
C 0.07 0.23 -0.40
C -0.08 -0.14 -0.34
C -0.03 0.32 0.30
H -0.11 -0.05 0.06
H 0.07 0.06 0.12
H 0.04 -0.02 0.00

These are the Mulliken partial charges, in e, on atoms 1 to 6:
1. H 0.396
2. C -1.073
3. H 0.317
4. H 0.383
5. H 0.326
6. C 0.155


# 2
Computed, not measured: a cluster of 2 separate species, C3H2BrCl3 in total at a distorted geometry, with ωB97M-V/def2-TZVPD.

Summary:
- ⟨S²⟩ = 2.007
- Kohn-Sham gap (spin up / spin down) (eV) = 8.87 / 6.05
- LUMO energy (spin up / spin down) (Ha) = 0.018 / -0.158
- 2S+1 = 3
- HOMO level (spin up / spin down) (eV) = -8.38 / -10.35
- strongest force on any atom (eV/A) = 1.264

Atoms and positions in Å:
C 0.5666 0.1924 0.7162
Cl 0.5147 -2.2960 -0.6327
Br -2.2426 -0.7503 0.6087
C -0.7144 0.0801 0.0054
Cl -1.6622 2.1115 -0.9850
C 0.4543 -0.5449 -0.6172
H 0.6690 -0.3652 1.6438
H 0.9291 -0.1073 -1.4838
Cl 1.4856 1.6796 0.7446

Force components x, y, z for each atom (eV/Å):
C -0.35 -0.44 -0.05
Cl 0.29 -0.22 -0.06
Br -0.24 0.26 -0.09
C 1.06 -0.60 0.33
Cl -0.59 0.86 -0.38
C -0.35 -0.25 0.51
H 0.17 -0.06 -0.23
H -0.04 0.12 -0.04
Cl 0.04 0.32 0.01

These are the Mulliken partial charges, in e, on atoms 1 to 6:
1. C -0.085
2. Cl -0.175
3. Br 0.022
4. C -0.216
5. Cl -0.010
6. C -0.073


# 3
Computed, not measured: the molecule C5H8N2, with ωB97M-V/def2-TZVPD.

Summary:
- Kohn-Sham gap (eV) = 7.20
- LUMO energy (Ha) = 0.010
- 2S+1 = 1
- HOMO level (eV) = -6.94
- strongest force on any atom (eV/A) = 0.465

Atoms and positions in Å:
N -1.3804 -0.2434 -1.0719
C -0.1381 0.1163 0.8375
C 0.2598 -0.0503 2.2672
H 1.4305 1.3067 -0.1820
C -1.3040 -0.4819 0.1886
C 0.5005 0.7555 -0.1474
H 1.1742 0.5088 2.4838
H 0.1343 -0.7070 -3.0741
H -0.5288 0.2942 2.9441
H -0.4848 1.3416 -1.8599
N -0.1779 0.4942 -1.3889
C 0.8296 -0.1806 -2.4002
H 0.4478 -1.1077 2.4851
H 1.2914 -0.9554 -1.7634
H -2.0540 -1.0910 0.6814

Force components x, y, z for each atom (eV/Å):
N 0.08 -0.24 0.39
C 0.20 0.16 -0.15
C 0.02 0.03 0.04
H -0.14 -0.14 0.00
C -0.04 0.01 -0.15
C 0.01 -0.12 0.13
H -0.16 -0.09 -0.02
H 0.17 0.16 0.05
H 0.10 -0.04 -0.10
H 0.00 0.02 -0.03
N 0.07 0.15 -0.07
C -0.19 -0.15 0.15
H -0.04 0.16 -0.01
H -0.10 0.05 -0.12
H 0.01 0.04 -0.09

These are the Mulliken partial charges, in e, on atoms 1 to 6:
1. N -0.708
2. C 0.705
3. C -1.188
4. H 0.423
5. C -0.176
6. C -0.678


# 4
Computed, not measured: a cluster of 2 separate species, C7H13N in total, with ωB97M-V/def2-TZVPD.

Summary:
- Kohn-Sham gap (eV) = 10.01
- LUMO energy (Ha) = 0.033
- 2S+1 = 1
- HOMO level (eV) = -9.11
- strongest force on any atom (eV/A) = 0.598
- SMILES = C=CC=C.C=NCC

Atoms and positions in Å:
H 0.2314 1.6160 -0.3096
C -2.9045 -0.3043 -1.5674
H -0.0839 0.4248 2.5975
C 1.5655 -1.1952 1.2179
H 3.4460 -1.4399 0.3310
C -1.4758 -0.0028 -1.1545
C 2.4746 -1.8735 0.5370
H -1.4199 0.1928 -0.0767
H -2.9527 -0.4737 -2.6412
H 2.7904 0.5529 1.5558
H 1.0682 1.8584 2.7290
H -0.8252 -0.8493 -1.3859
H -3.2852 -1.1942 -1.0613
C -0.0727 1.8389 -1.3388
C 0.8826 0.8569 2.3746
H 0.3590 2.6645 -1.8967
N -0.9602 1.1429 -1.9052
H 2.3232 -2.8660 0.1477
H -3.5521 0.5300 -1.3045
C 1.7975 0.1506 1.7259
H 0.5937 -1.6295 1.4255

Force components x, y, z for each atom (eV/Å):
H 0.26 0.26 -0.07
C 0.03 -0.13 0.14
H -0.13 0.04 -0.06
C -0.20 -0.01 0.13
H 0.03 0.07 0.02
C -0.07 0.25 -0.09
C 0.43 -0.04 -0.22
H 0.07 -0.11 0.05
H -0.06 0.06 -0.04
H -0.01 0.13 -0.08
H 0.06 0.08 0.05
H -0.03 -0.06 0.03
H 0.06 0.02 0.00
C -0.52 -0.29 -0.04
C -0.09 -0.01 0.16
H 0.12 0.08 0.18
N 0.21 -0.13 -0.08
H -0.21 -0.15 0.02
H -0.07 0.06 -0.10
C 0.15 -0.06 0.01
H -0.06 -0.04 -0.02

These are the Mulliken partial charges, in e, on atoms 1 to 6:
1. H -0.018
2. C -1.243
3. H 0.260
4. C 0.155
5. H 0.226
6. C 0.080


# 5
Computed, not measured: a cluster of 2 separate species, C4H3IN2 in total at a distorted geometry, with ωB97M-V/def2-TZVPD.

Summary:
- Kohn-Sham gap (eV) = 8.09
- LUMO energy (Ha) = -0.030
- 2S+1 = 1
- HOMO level (eV) = -8.92
- strongest force on any atom (eV/A) = 2.756

Atoms and positions in Å:
N -1.2789 1.0778 -1.4654
C -1.6841 -0.3971 1.5612
C -0.7692 0.5610 0.9603
C -0.9302 0.7425 -0.3470
C -2.9515 -1.0654 -0.2506
H -3.5656 -1.8013 0.3533
N -2.1730 -1.2906 2.1005
H -0.2327 1.2198 1.5973
H -0.9177 0.9140 -2.3786
I -4.5065 0.3516 -0.2880

Force components x, y, z for each atom (eV/Å):
N 0.73 0.24 2.65
C 2.06 0.42 -0.77
C -1.69 -0.92 -0.07
C -0.64 1.19 -2.31
C -1.50 -0.70 0.98
H 0.85 -0.03 -0.74
N -0.82 -0.18 0.57
H 0.50 0.38 0.16
H 0.40 -0.61 -0.33
I 0.11 0.20 -0.14

These are the Mulliken partial charges, in e, on atoms 1 to 6:
1. N -0.325
2. C 0.528
3. C -0.511
4. C 0.266
5. C -0.601
6. H 0.294


# 6
Computed, not measured: a structure of composition C37H36EuF6NO10PS2 at a distorted geometry, with ωB97M-V/def2-TZVPD.

Summary:
- ⟨S²⟩ = 15.759
- Kohn-Sham gap (spin up / spin down) (eV) = 3.92 / 6.52
- LUMO energy (spin up / spin down) (Ha) = 0.155 / 0.155
- 2S+1 = 8
- HOMO level (spin up / spin down) (eV) = 0.30 / -2.31
- strongest force on any atom (eV/A) = 3.703
- total charge = -2

Atoms and positions in Å:
O 1.6834 0.3558 1.2233
H 1.9806 -3.5422 -1.9925
C 1.9643 3.5736 1.3846
H -4.0449 0.2788 3.7118
C -2.3187 -0.0582 4.9299
C -0.3736 -0.8478 3.7675
C 3.7730 0.9893 -3.5803
H -0.5287 -4.5374 0.7341
H -4.5861 -2.4038 -1.0551
H 3.0385 -5.1683 3.9376
F 4.5637 -0.0465 -3.9177
C -2.6973 2.9438 -2.9036
O 1.5573 1.8055 -4.8092
H 3.8247 -2.5240 -0.8913
C -3.6160 -4.2578 -0.5876
O 3.2792 0.6404 2.7432
H 0.6026 -3.2208 -0.9035
H 0.3254 5.5479 2.2929
C 0.2585 -3.6372 2.7834
C 2.8298 3.1852 0.1357
H -1.8607 -1.7570 -3.8935
F -4.5061 1.3849 -2.9127
O 1.3352 0.4881 -2.7749
C 3.3208 -1.6299 -1.2844
C 2.3251 1.0422 2.0966
C 0.2029 2.3647 2.4036
H -2.9515 -0.3758 1.6336
N -0.4362 2.6573 -2.1306
C -0.3952 3.6056 3.0888
F -4.6438 3.0460 -1.5395
P -0.2356 -1.4982 1.0395
H 2.4286 4.4470 1.8471
C -2.6760 -2.0914 -0.1571
H -0.8166 -3.6642 2.8971
H 3.6878 -0.7487 -0.7549
C -1.3717 -0.9111 -3.3941
H 3.5387 -1.5379 -2.3528
H 0.4377 4.2313 -0.0993
H 2.6879 -1.8363 1.2828
H 0.6727 -1.1160 3.7864
H 0.1407 3.8473 4.0037
H -0.5132 4.6491 -4.8184
C 0.3952 -2.3373 -2.8326
H 1.0232 3.6849 -3.1260
O 3.9028 3.7515 -0.0099
H -0.4142 -0.4006 5.8528
C 0.5210 3.8504 0.9213
C -0.8940 4.0243 -4.0312
C 0.8437 -2.6895 1.9413
H 1.0068 -1.8963 -3.6298
H -1.4446 3.4381 3.3250
O 2.2850 2.3599 -0.6605
H 2.1314 2.7299 3.4068
O -0.5387 -1.3793 -2.3489
S 1.9847 0.6579 -4.0674
C 3.0115 -3.5203 2.5694
C -1.7526 2.3587 -2.0249
C -1.0863 -0.8974 2.5675
C 2.4229 -4.4771 3.3782
H -1.2057 4.9688 1.6051
C -0.9841 -0.4286 4.9351
S -2.1509 1.2554 -0.7967
H -4.4328 -4.8745 -0.9361
O 1.9232 -1.6879 -1.0410
O -0.0982 2.5672 1.0226
C -3.0137 -0.0443 3.7341
C -4.1590 2.6766 -2.7364
C -0.2308 4.6640 1.9862
C -1.5408 -2.6625 0.4153
C 2.2285 -2.6230 1.8597
F 3.8716 1.1211 -2.2593
H -0.1466 -3.2124 -3.2300
C 1.7359 2.4475 2.4278
C -2.2500 3.7588 -3.9273
O 2.0712 -0.5746 -4.8158
H -2.3548 -5.9127 -0.1006
H 4.0885 -3.4662 2.4987
H -2.9556 4.1883 -4.6252
H -2.7456 -1.0188 -0.2570
H 0.5757 -5.2631 4.1334
C -1.4246 -4.0496 0.3790
F -4.9027 3.3592 -3.6393
C -2.4558 -4.8369 -0.1046
H -0.2051 1.4161 2.7431
C -2.4013 -0.4399 2.5582
H -2.1253 -0.2713 -2.9365
F 4.2877 2.0674 -4.1638
C 1.2646 -2.7833 -1.6585
C 1.0418 -4.5290 3.4900
Eu 0.7564 0.7795 -0.7491
C -0.0349 3.4675 -3.0946
C -3.7085 -2.8770 -0.6371
H -2.8064 0.2244 5.8513
H -0.7945 -0.3399 -4.1323

Force components x, y, z for each atom (eV/Å):
O 1.15 -0.06 1.93
H 0.01 0.03 0.03
C 0.39 -0.11 -0.70
H -0.09 0.05 -0.01
C 0.02 0.02 0.10
C -0.03 0.12 -0.05
C -0.14 -0.22 0.63
H 0.02 0.00 0.02
H -0.06 0.06 -0.05
H 0.05 -0.07 0.04
F 0.10 -0.21 -0.31
C 0.03 -0.02 -0.08
O 0.04 0.45 -0.26
H -0.08 0.01 0.01
C -0.04 -0.02 -0.04
O 0.82 -0.17 0.47
H 0.23 -0.09 -0.11
H 0.04 0.07 0.04
C 0.23 -0.05 0.08
C -0.73 0.18 0.44
H -0.02 -0.03 -0.05
F 0.02 -0.11 -0.03
O 1.31 -0.26 -3.46
C -0.12 0.06 0.07
C -0.77 0.25 -0.07
C 0.00 -0.19 0.48
H -0.07 -0.03 -0.02
N -0.38 0.51 -0.39
C -0.07 -0.21 -0.05
F -0.02 0.06 0.19
P -0.55 -0.44 0.30
H -0.04 -0.03 -0.06
C -0.03 -0.05 0.03
H -0.03 0.00 0.01
H 0.01 -0.12 -0.07
C 0.04 0.01 0.10
H -0.04 -0.02 0.08
H -0.01 -0.16 0.15
H -0.04 0.06 -0.02
H 0.05 -0.03 0.01
H 0.02 0.01 0.12
H 0.13 0.12 -0.16
C 0.21 0.21 0.29
H 0.12 -0.05 0.03
O 0.79 0.36 -0.03
H 0.06 0.00 0.09
C 0.08 0.47 -0.19
C -0.14 0.11 -0.04
C -0.08 -0.05 -0.17
H -0.15 -0.20 0.15
H -0.06 0.00 0.07
O 1.10 1.46 0.26
H -0.06 -0.04 -0.08
O -0.02 -0.50 -0.19
S 0.44 -0.33 -0.22
C 0.09 -0.18 0.12
C 0.01 0.00 0.21
C -0.01 -0.06 -0.05
C 0.14 0.02 -0.03
H 0.02 0.07 -0.06
C 0.00 0.00 0.07
S -0.92 -0.29 0.40
H -0.05 -0.06 -0.08
O 0.36 -0.41 -0.22
O -0.06 0.47 0.37
C -0.16 0.07 0.04
C 0.10 -0.21 0.07
C 0.00 -0.05 -0.25
C 0.10 -0.01 0.18
C -0.08 0.11 -0.12
F 0.23 0.16 -0.46
H 0.06 0.01 0.04
C 0.06 -0.62 -0.07
C 0.13 -0.02 0.17
O 0.17 -0.09 -0.29
H 0.04 -0.14 0.00
H 0.09 0.07 0.01
H -0.01 0.02 -0.03
H -0.03 0.02 -0.09
H -0.04 -0.05 0.07
C -0.07 -0.04 -0.01
F -0.13 0.30 -0.38
C -0.08 -0.13 -0.09
H 0.01 0.17 -0.10
C 0.15 -0.01 -0.01
H 0.04 -0.02 -0.05
F -0.08 0.30 -0.17
C -0.54 0.27 -0.15
C -0.11 -0.09 0.08
Eu -2.75 -0.59 1.47
C -0.13 0.13 -0.04
C -0.08 0.03 0.01
H -0.06 0.10 0.09
H -0.05 -0.06 0.04

These are the Mulliken partial charges, in e, on atoms 1 to 6:
1. O -0.116
2. H 0.541
3. C 0.390
4. H 0.429
5. C -0.755
6. C -0.187